{"formula": "C43H64BN3P2SiV", "method": "wB97M-V/def2-TZVPD", "elements": ["V", "C", "Si", "C", "C", "C", "C", "C", "C", "P", "C", "C", "C", "C", "C", "C", "C", "C", "C", "C", "C", "C", "C", "C", "C", "C", "C", "C", "P", "C", "C", "C", "C", "C", "C", "C", "C", "C", "C", "C", "C", "H", "H", "H", "H", "H", "H", "H", "H", "H", "H", "H", "H", "H", "H", "H", "H", "H", "H", "H", "H", "H", "H", "H", "H", "H", "H", "H", "H", "H", "H", "H", "H", "H", "H", "H", "H", "H", "H", "H", "H", "H", "H", "H", "H", "H", "H", "H", "H", "H", "H", "H", "H", "H", "H", "H", "B", "C", "N", "H", "H", "H", "N", "C", "C", "C", "N", "C", "C", "H", "H", "H", "H", "H", "H"], "positions_angstrom": [[0.164, 0.227, -0.176], [-2.153, -0.156, -3.654], [-1.522, -0.474, -1.898], [-3.181, -0.799, -0.938], [-4.331, -1.362, -1.567], [-5.586, -1.243, -1.008], [-5.756, -0.671, 0.230], [-4.654, -0.252, 0.982], [-3.340, -0.365, 0.349], [-1.877, 0.312, 1.261], [-1.738, -0.568, 2.840], [-1.644, -2.106, 2.545], [-2.873, -2.891, 3.069], [-3.108, -2.637, 4.606], [-2.374, -1.423, 5.150], [-2.565, -0.287, 4.085], [-2.223, 2.095, 1.660], [-1.056, 2.674, 2.497], [-1.136, 4.165, 2.442], [-2.422, 4.712, 1.812], [-3.664, 4.023, 2.376], [-3.574, 2.464, 2.096], [-0.715, -2.256, -2.248], [-1.583, -3.288, -2.583], [-1.164, -4.573, -2.915], [0.181, -4.813, -3.050], [1.110, -3.821, -2.813], [0.705, -2.524, -2.387], [1.870, -1.236, -1.683], [2.903, -0.717, -3.045], [3.915, 0.288, -2.476], [3.153, 1.564, -2.158], [2.448, 2.136, -3.385], [1.451, 1.177, -3.936], [2.062, -0.193, -4.191], [3.211, -2.258, -0.839], [3.927, -1.601, 0.348], [4.673, -2.649, 1.253], [5.679, -3.455, 0.451], [4.992, -4.140, -0.714], [4.305, -3.108, -1.620], [-3.101, 0.340, -3.638], [-2.282, -1.136, -4.112], [-1.593, 0.628, -4.108], [-4.235, -1.742, -2.597], [-6.340, -1.651, -1.599], [-6.790, -0.493, 0.562], [-4.803, 0.016, 1.990], [-0.679, -0.313, 3.094], [-0.717, -2.478, 2.998], [-1.611, -2.291, 1.441], [-2.754, -3.962, 2.866], [-3.768, -2.678, 2.511], [-2.720, -3.607, 5.128], [-4.147, -2.545, 4.843], [-1.343, -1.631, 5.238], [-2.753, -1.186, 6.125], [-2.226, 0.688, 4.551], [-3.617, -0.122, 3.789], [-2.120, 2.484, 0.644], [-0.063, 2.360, 2.172], [-1.008, 2.308, 3.520], [-0.288, 4.532, 1.852], [-1.044, 4.637, 3.431], [-2.366, 4.664, 0.749], [-2.580, 5.787, 2.058], [-4.608, 4.425, 1.933], [-3.705, 4.244, 3.468], [-4.225, 2.143, 1.260], [-3.895, 1.872, 2.912], [-2.615, -3.072, -2.493], [-1.967, -5.293, -3.035], [0.496, -5.856, -3.202], [2.131, -4.077, -2.938], [3.511, -1.618, -3.327], [4.694, 0.497, -3.189], [4.341, -0.243, -1.601], [3.948, 2.256, -1.864], [2.475, 1.468, -1.313], [3.252, 2.471, -4.065], [1.856, 3.043, -3.133], [1.051, 1.572, -4.856], [0.633, 1.059, -3.200], [2.651, 0.020, -5.126], [1.328, -0.968, -4.563], [2.623, -3.050, -0.283], [3.106, -1.228, 0.997], [4.556, -0.746, 0.144], [3.903, -3.401, 1.565], [4.991, -2.205, 2.210], [6.276, -4.201, 1.062], [6.489, -2.737, 0.137], [4.238, -4.822, -0.378], [5.719, -4.748, -1.381], [3.984, -3.595, -2.532], [5.037, -2.346, -1.965], [2.019, 0.164, 4.361], [1.490, 0.302, 2.777], [1.329, 0.279, 1.648], [0.972, -0.260, 4.794], [2.373, 1.185, 4.839], [2.957, -0.603, 4.470], [0.942, 6.203, -2.156], [0.840, 4.949, -1.637], [1.582, 4.432, -0.611], [1.305, 3.148, -0.107], [0.375, 2.356, -0.677], [-0.377, 2.857, -1.658], [-0.142, 4.102, -2.202], [1.733, 6.834, -2.034], [0.567, 6.353, -3.063], [2.166, 5.026, 0.021], [1.838, 2.754, 0.742], [-1.109, 2.094, -1.926], [-0.700, 4.376, -3.103]], "total_energy_ha": -3782.1809, "s2": 3.77, "de_lowest_kj_mol": 164.9, "homo_energy_ev": [-7.532, -7.280], "spin_multiplicity": 4, "homo_lumo_gap_ev": [7.87, 7.62], "fmax_ev_per_a": 3.88}


{"formula": "C43H64CsN9O14P2S3", "method": "wB97M-V/def2-TZVPD", "elements": ["Cs", "C", "C", "C", "O", "P", "O", "C", "P", "O", "O", "C", "C", "C", "O", "C", "C", "C", "O", "C", "C", "C", "H", "H", "H", "H", "H", "H", "H", "H", "H", "H", "H", "H", "H", "H", "H", "H", "H", "H", "H", "H", "H", "H", "H", "H", "H", "H", "H", "H", "H", "H", "N", "C", "N", "C", "N", "N", "C", "N", "C", "C", "C", "C", "C", "N", "H", "H", "H", "H", "H", "H", "H", "H", "O", "S", "O", "O", "O", "C", "O", "C", "C", "C", "C", "C", "C", "N", "N", "C", "C", "C", "C", "O", "C", "N", "C", "C", "C", "C", "H", "H", "H", "H", "H", "H", "H", "H", "H", "H", "H", "H", "C", "S", "C", "O", "H", "H", "H", "H", "H", "H", "O", "S", "C", "C", "C", "C", "H", "H", "H", "H", "H", "H", "H", "H"], "positions_angstrom": [[-0.106, 0.018, -0.154], [-2.823, -0.555, -6.709], [-2.019, -0.887, -5.464], [-1.068, -2.051, -5.674], [-1.271, 0.269, -5.124], [-1.155, 0.669, -3.531], [-0.708, -0.509, -2.755], [-0.044, 2.079, -3.798], [1.542, 1.803, -2.868], [1.777, 0.853, -1.742], [1.931, 0.764, -4.192], [2.928, -0.239, -4.165], [2.403, -1.535, -3.555], [4.243, 0.178, -3.519], [2.789, 2.806, -3.147], [2.870, 3.894, -4.062], [1.756, 4.919, -3.913], [2.998, 3.395, -5.495], [-2.690, 0.927, -3.193], [-3.694, 1.844, -3.669], [-3.183, 3.060, -4.416], [-4.487, 2.248, -2.440], [-3.431, -1.407, -7.015], [-2.151, -0.296, -7.526], [-3.480, 0.294, -6.527], [-2.706, -1.134, -4.644], [-0.379, -1.831, -6.489], [-1.621, -2.961, -5.913], [-0.492, -2.218, -4.768], [-0.521, 3.001, -3.503], [0.186, 2.064, -4.861], [3.135, -0.433, -5.232], [2.186, -1.383, -2.504], [3.141, -2.334, -3.670], [1.479, -1.829, -4.047], [4.097, 0.412, -2.469], [4.672, 1.052, -4.004], [4.951, -0.651, -3.598], [3.817, 4.379, -3.787], [0.858, 4.616, -4.446], [2.095, 5.868, -4.337], [1.485, 5.059, -2.870], [2.115, 2.839, -5.793], [3.854, 2.733, -5.602], [3.120, 4.246, -6.167], [-4.326, 1.248, -4.351], [-2.553, 3.670, -3.770], [-4.045, 3.662, -4.714], [-2.639, 2.776, -5.316], [-3.849, 2.825, -1.777], [-4.834, 1.366, -1.905], [-5.349, 2.852, -2.727], [1.321, -1.213, 4.375], [2.264, -0.282, 4.520], [2.819, -0.114, 5.732], [3.730, 0.848, 5.774], [4.358, 1.050, 6.974], [4.114, 1.635, 4.767], [3.504, 1.352, 3.612], [2.586, 0.429, 3.425], [3.858, 2.191, 2.429], [4.468, 3.428, 2.600], [4.668, 4.219, 1.480], [4.253, 3.748, 0.247], [3.681, 2.481, 0.181], [3.501, 1.711, 1.243], [1.029, -1.715, 5.196], [0.735, -1.224, 3.533], [3.887, 0.672, 7.779], [4.816, 1.940, 7.074], [4.741, 3.754, 3.593], [5.119, 5.202, 1.577], [4.347, 4.337, -0.652], [3.322, 2.079, -0.756], [0.944, 3.185, -1.635], [-0.490, 3.206, -1.039], [-1.234, 4.260, -1.733], [-1.061, 1.864, -1.348], [-0.388, 3.391, 0.392], [-2.825, 0.484, 10.430], [-3.036, 1.058, 9.165], [-3.709, 0.301, 8.226], [-3.761, 0.841, 6.938], [-4.405, 0.167, 5.926], [-5.020, -1.063, 6.171], [-4.995, -1.575, 7.456], [-4.331, -0.911, 8.486], [-5.837, -1.702, 5.186], [-5.391, -1.947, 4.049], [-4.071, -1.792, 3.671], [-2.960, -1.805, 4.512], [-1.672, -1.740, 4.042], [-1.353, -1.640, 2.655], [-0.179, -1.545, 2.225], [-2.523, -1.677, 1.747], [-2.279, -1.619, 0.418], [-3.279, -1.622, -0.427], [-4.618, -1.703, -0.014], [-4.890, -1.776, 1.322], [-3.835, -1.762, 2.259], [-2.197, 1.181, 10.984], [-2.313, -0.480, 10.351], [-3.767, 0.342, 10.972], [-3.277, 1.788, 6.750], [-4.423, 0.580, 4.926], [-5.498, -2.514, 7.653], [-4.324, -1.347, 9.473], [-3.104, -1.911, 5.581], [-0.852, -1.770, 4.745], [-3.020, -1.541, -1.475], [-5.412, -1.703, -0.748], [-5.904, -1.838, 1.691], [5.475, -1.517, 0.040], [4.523, -1.534, 1.574], [2.919, -1.536, 0.784], [4.729, -2.898, 2.158], [5.248, -2.429, -0.511], [6.530, -1.488, 0.301], [5.208, -0.639, -0.539], [2.800, -0.612, 0.221], [2.150, -1.592, 1.552], [2.877, -2.414, 0.143], [-1.213, -4.628, 0.385], [-0.407, -3.626, -0.377], [1.154, -4.460, -0.785], [0.872, -5.542, -1.843], [-0.536, -5.283, -2.413], [-0.865, -3.827, -2.117], [1.587, -4.817, 0.146], [1.796, -3.680, -1.191], [0.938, -6.542, -1.414], [1.627, -5.476, -2.629], [-1.260, -5.903, -1.881], [-0.608, -5.513, -3.478], [-1.916, -3.568, -2.230], [-0.265, -3.107, -2.671]], "total_energy_ha": -5120.8124, "homo_energy_ev": -2.530, "charge": -2, "homo_lumo_gap_ev": 5.98, "fmax_ev_per_a": 3.37}


{"formula": "C43H64N11O5", "method": "wB97M-V/def2-TZVPD", "elements": ["C", "C", "C", "C", "C", "C", "N", "O", "C", "C", "C", "H", "H", "H", "H", "H", "H", "H", "H", "H", "H", "H", "H", "H", "H", "H", "H", "H", "H", "N", "C", "C", "C", "C", "H", "H", "H", "H", "H", "N", "C", "C", "C", "C", "H", "H", "H", "H", "H", "N", "C", "C", "C", "C", "H", "H", "H", "H", "H", "N", "C", "C", "C", "C", "H", "H", "H", "H", "H", "N", "C", "C", "C", "C", "H", "H", "H", "H", "H", "N", "C", "C", "C", "C", "H", "H", "H", "H", "H", "N", "C", "C", "C", "C", "H", "H", "H", "H", "H", "N", "C", "C", "C", "C", "H", "H", "H", "H", "H", "C", "N", "O", "O", "H", "H", "H", "C", "N", "O", "O", "H", "H", "H"], "positions_angstrom": [[27.678, 44.940, 13.113], [28.988, 44.220, 13.280], [29.796, 44.809, 14.496], [29.379, 44.326, 15.871], [29.327, 42.722, 15.822], [28.459, 42.101, 14.667], [28.863, 42.717, 13.454], [29.027, 42.088, 12.374], [26.961, 42.069, 14.922], [28.963, 40.607, 14.674], [29.871, 44.441, 12.002], [27.190, 44.709, 12.150], [27.872, 45.944, 13.173], [27.003, 44.846, 13.952], [30.010, 46.060, 14.218], [30.781, 44.279, 14.600], [28.184, 44.739, 15.970], [29.918, 44.856, 16.741], [28.880, 42.357, 16.699], [30.189, 42.414, 15.691], [26.227, 41.437, 14.239], [26.626, 43.008, 14.998], [26.719, 41.384, 15.751], [28.717, 39.937, 15.525], [30.093, 40.506, 14.574], [28.630, 40.140, 13.778], [30.100, 45.593, 11.717], [29.322, 44.130, 11.175], [30.905, 43.873, 11.991], [24.457, 44.733, 9.463], [25.159, 44.035, 8.422], [26.101, 42.989, 9.133], [25.702, 43.051, 10.585], [24.843, 44.228, 10.753], [23.909, 45.574, 9.332], [25.199, 44.234, 7.308], [26.814, 42.472, 8.577], [25.671, 42.391, 11.322], [24.319, 44.717, 11.791], [27.124, 46.408, 10.065], [28.360, 46.296, 9.365], [29.204, 47.441, 9.758], [28.324, 48.433, 10.639], [26.934, 47.644, 10.758], [26.448, 45.590, 9.687], [28.590, 45.488, 8.791], [30.192, 47.587, 9.493], [28.578, 49.418, 10.697], [25.989, 47.909, 11.402], [32.160, 37.113, 10.607], [31.437, 38.252, 10.425], [30.542, 38.529, 11.663], [30.942, 37.354, 12.554], [31.954, 36.447, 11.810], [32.814, 36.757, 10.050], [31.511, 38.926, 9.507], [29.789, 39.415, 11.725], [30.534, 37.090, 13.432], [32.460, 35.524, 12.207], [33.829, 43.623, 12.420], [33.595, 43.532, 13.769], [33.027, 42.080, 13.949], [33.156, 41.308, 12.651], [33.597, 42.418, 11.666], [34.139, 44.426, 12.116], [33.825, 44.328, 14.528], [32.702, 41.395, 14.876], [32.948, 40.346, 12.314], [33.985, 42.414, 10.593], [27.282, 45.355, 18.605], [27.191, 44.015, 18.720], [25.927, 43.588, 18.017], [25.250, 44.848, 17.544], [26.205, 45.942, 17.917], [28.231, 45.801, 18.875], [28.056, 43.375, 19.024], [25.666, 42.494, 18.107], [24.363, 44.901, 17.195], [26.063, 47.044, 17.831], [29.496, 47.002, 19.904], [29.794, 45.908, 20.396], [30.909, 45.201, 19.591], [31.042, 46.204, 18.418], [30.091, 47.298, 18.736], [28.800, 47.609, 20.312], [29.155, 45.599, 21.432], [31.383, 44.396, 19.790], [31.685, 46.211, 17.516], [29.760, 48.201, 18.164], [29.074, 37.066, 17.608], [29.751, 35.808, 17.538], [29.436, 35.244, 16.108], [28.351, 36.097, 15.587], [28.219, 37.329, 16.571], [29.228, 37.452, 18.531], [30.341, 35.477, 18.296], [30.029, 34.412, 15.657], [27.743, 36.120, 14.883], [27.523, 38.133, 16.615], [28.616, 38.559, 20.070], [29.804, 39.121, 19.966], [29.729, 40.204, 18.988], [28.208, 40.229, 18.574], [27.532, 39.171, 19.411], [28.232, 37.814, 20.811], [30.545, 38.888, 20.644], [30.355, 40.913, 18.521], [27.717, 40.895, 17.982], [26.323, 38.883, 19.419], [26.034, 38.929, 9.733], [27.022, 39.490, 10.720], [27.898, 40.121, 10.076], [26.944, 39.306, 11.848], [25.291, 39.724, 9.326], [25.452, 38.131, 10.107], [26.377, 38.642, 8.828], [32.849, 48.743, 15.044], [33.235, 47.387, 15.350], [32.916, 46.449, 14.626], [33.695, 47.090, 16.430], [33.418, 49.192, 14.280], [33.257, 49.377, 15.829], [31.944, 48.675, 14.612]], "total_energy_ha": -2653.9862, "de_lowest_kj_mol": 545.9, "homo_energy_ev": -9.017, "charge": 1, "homo_lumo_gap_ev": 4.02, "fmax_ev_per_a": 13.06}